(1)
{
  "formula": "C25H33O2TeTi",
  "method": "ωB97M-V with the def2-TZVPD basis set",
  "symbols": ["O", "C", "C", "H", "H", "C", "H", "H", "C", "H", "H", "H", "C", "H", "H", "H", "Ti", "C", "C", "C", "H", "C", "C", "H", "H", "H", "H", "C", "C", "C", "H", "C", "C", "H", "H", "H", "H", "O", "C", "C", "H", "H", "C", "H", "H", "C", "H", "H", "H", "H", "Te", "C", "C", "C", "C", "C", "C", "H", "H", "H", "H", "H"],
  "coordinates": [[-0.40041, 2.00935, -1.80542], [0.76994, 2.37012, -2.62538], [0.16171, 3.75067, -2.63697], [0.80380, 1.89363, -3.61538], [1.68384, 2.19899, -2.07507], [-1.20295, 3.15671, -2.18752], [0.35538, 4.27812, -3.56792], [0.61800, 4.35345, -1.85539], [-2.17824, 2.48073, -3.17309], [-1.81139, 1.50489, -3.54611], [-2.56287, 3.05842, -4.01828], [-3.02595, 2.23993, -2.52212], [-1.92475, 3.75924, -1.00906], [-1.32625, 4.33871, -0.29165], [-2.42594, 2.97494, -0.46631], [-2.70011, 4.41078, -1.40428], [0.01696, -0.72642, 0.32466], [0.55849, 1.46008, 2.05697], [1.40124, 0.30322, 1.95658], [2.25694, 0.46053, 0.80336], [1.54718, -0.40055, 2.75445], [1.96238, 1.74619, 0.26731], [0.90130, 2.33051, 1.00347], [0.51180, 3.33436, 0.86153], [-0.04733, 1.68332, 2.94104], [3.06838, -0.21556, 0.49116], [2.60884, 2.26323, -0.43190], [-1.35486, -0.69618, 1.98594], [-1.85238, 0.46863, 1.30403], [-2.36578, 0.07870, 0.02924], [-1.99710, 1.45531, 1.74140], [-2.08702, -1.29450, -0.13123], [-1.53053, -1.82609, 1.09731], [-1.34458, -2.87830, 1.29338], [-1.08402, -0.78339, 3.03842], [-3.06172, 0.64174, -0.58674], [-2.38295, -1.91152, -0.96357], [-0.30948, -1.27002, -1.56275], [-0.81465, -0.92360, -3.07910], [0.04850, -1.74951, -3.98650], [-0.51292, 0.12851, -3.19489], [-1.87199, -1.17113, -3.22230], [1.03941, -2.55310, -3.14583], [0.60923, -1.06218, -4.62119], [-0.53844, -2.39781, -4.65458], [0.65422, -2.38116, -1.65855], [2.10598, -2.28130, -3.25225], [0.91842, -3.59645, -3.45818], [1.48594, -1.90602, -1.07013], [0.29989, -3.37386, -1.23315], [1.49908, -2.91418, 1.11602], [1.31880, -2.74921, 3.16534], [0.13474, -2.90263, 3.89638], [0.16498, -2.59146, 5.26401], [1.35148, -2.15654, 5.86368], [2.53875, -2.04057, 5.11704], [2.53396, -2.35914, 3.76196], [-0.75970, -3.28096, 3.41187], [-0.74072, -2.74450, 5.85217], [1.37726, -1.94827, 6.93476], [3.48075, -1.75327, 5.57674], [3.42743, -2.29360, 3.14257]],
  "relative_energy_kj_mol": 523.1,
  "max_force_ha_per_bohr": 0.095,
  "charge": 1,
  "energy_ev": -60952.0332,
  "e_homo_ev": [-10.1, -10.1]
}

(2)
{
  "formula": "C6H12Cl2N4S",
  "method": "ωB97M-V with the def2-TZVPD basis set",
  "symbols": ["C", "C", "C", "C", "C", "C", "N", "N", "N", "N", "S", "Cl", "Cl", "H", "H", "H", "H", "H", "H", "H", "H", "H", "H", "H", "H"],
  "coordinates": [[1.48429, 0.76543, -0.55950], [3.06068, 0.87180, 1.42269], [2.38565, 0.48812, -1.51327], [-2.80725, -0.72115, 0.89964], [1.99857, 0.17924, -2.88338], [-4.21265, -1.31346, 0.96765], [-0.24600, 1.47526, 0.59104], [0.66428, 1.33178, 1.44040], [0.12892, 1.12500, -0.62078], [1.79065, 0.86679, 0.85072], [-1.41764, -1.94185, 1.13091], [1.05520, 1.49407, -3.74824], [-4.55278, -2.29900, -0.55349], [3.64703, 1.42192, 0.71096], [2.98785, 1.37923, 2.39827], [3.42603, -0.25048, 1.50743], [3.35926, 0.25599, -1.21432], [-1.68614, -2.25380, 2.46348], [-2.65802, -0.29585, -0.15302], [-2.74361, -0.07405, 1.80689], [1.36776, -0.74484, -2.82901], [2.86253, -0.02558, -3.48222], [-4.37968, -2.13229, 1.69849], [-4.93413, -0.41420, 0.85345], [-0.58080, 0.81193, -1.18477]],
  "relative_energy_kj_mol": 35.9,
  "max_force_ha_per_bohr": 0.099,
  "charge": 0,
  "energy_ev": -48253.9252,
  "smiles": "CN1N=NN/C1=C\\CCl.SCCCl",
  "e_homo_ev": -7.8
}

Question: Number 1 is which compound?
Answer: C25H33O2TeTi